No. 1
DFT (ωB97M-V/def2-TZVPD) results for an isolated molecule of C8H11N3O.

Computed properties:
* strongest force on any atom: 0.1992 Eh/bohr
* energy relative to the best compared isomer or geometry (same formula, charge and spin): 154.7 kcal per mole
* SMILES string: NC(=O)NNCc1ccccc1

```
! wB97M-V def2-TZVPD RIJCOSX def2/J DEFGRID3
* xyz 0 1
C -0.43703 2.08900 0.38870
C -1.30639 -0.67452 -1.22774
C -0.18519 -1.10146 -0.53788
C 1.17363 -1.13433 -1.21876
C 2.28444 -1.55682 -0.57518
C 2.33739 -2.03607 0.76282
C 1.07532 -1.89179 1.34276
C -0.03293 -1.60037 0.77035
H -0.80158 2.76515 1.89137
H -2.07545 2.67589 0.78669
H -1.85619 2.36809 -1.43791
H -2.34682 0.28078 0.30309
H -1.18284 -0.43128 -2.17092
H -2.19850 -1.33968 -1.23627
H 1.20997 -0.69765 -2.22633
H 3.08086 -1.92937 -0.83178
H 3.36499 -2.49523 1.04772
H 0.72794 -2.26187 2.55773
H -0.95377 -1.76785 1.17800
N -1.38499 2.41959 1.33383
N -1.14662 1.62739 -0.90455
N -2.03959 0.60855 -0.74561
O 0.69680 2.21031 0.51532
*
```

***

No. 2
DFT (ωB97M-V/def2-TZVPD) results for an isolated molecule of C2H3NOS.

Computed properties:
* expectation value of S²: 2.0137
* strongest force on any atom: 0.0588 Eh/bohr
* energy relative to the best compared isomer or geometry (same formula, charge and spin): 45.2 kcal per mole

```
! wB97M-V def2-TZVPD RIJCOSX def2/J DEFGRID3
* xyz 0 3
C 0.49164 1.07194 0.09006
C -1.07623 -0.62993 -0.02690
N -0.62616 0.52858 -0.28949
O 1.42218 -1.17098 -0.05987
S 1.93038 0.19212 0.12242
H 0.57322 2.10426 -0.10823
H -1.09997 -0.91774 1.01877
H -1.61507 -1.17824 -0.74676
*
```

***

No. 3
DFT (ωB97M-V/def2-TZVPD) results for a cluster of 7 separate species, C31H55IN6O4S in total.

Computed properties:
* strongest force on any atom: 0.1974 Eh/bohr
* SMILES string: CC[C@@H]1OS(=O)(=O)O[C@@H]1C[C@@H](C)I.CCCC#N.CCCC#N.CCCC#N.CCCC#N.CCCC#N.CCCC#N
* total energy: -2539.1885 hartree

```
! wB97M-V def2-TZVPD RIJCOSX def2/J DEFGRID3
* xyz 0 1
C 2.59718 -6.82388 -1.03966
C 2.88166 -5.31987 -1.68679
C 2.21756 -4.09138 -0.82801
O 2.16556 -4.22369 0.66522
S 1.52176 -2.68334 1.10238
O 2.73489 -1.72620 1.18349
O 0.54909 -2.59048 2.30587
O 0.43663 -2.52918 -0.24746
C 0.88656 -3.30963 -1.41033
C -0.19465 -4.12052 -2.33757
C -1.66830 -4.34622 -1.65578
C -1.64454 -5.22766 -0.25836
I -2.84449 -2.46455 -1.46239
H 2.85984 -6.74648 0.09931
H 1.45089 -7.06904 -1.24659
H 3.27197 -7.61550 -1.59082
H 2.37226 -5.33559 -2.75313
H 4.04481 -5.07806 -1.78134
H 3.04014 -3.23197 -0.92809
H 1.38711 -2.58389 -2.21469
H -0.36164 -3.53304 -3.35586
H 0.19899 -5.20236 -2.64503
H -2.29465 -5.00202 -2.43196
H -2.68523 -5.81058 -0.23385
H -0.82303 -6.08347 -0.34260
H -1.49566 -4.57643 0.70247
C -1.38886 -0.66784 4.11331
C -1.12467 0.81473 3.87057
C -2.04088 1.72449 4.69124
C -3.49129 1.46232 4.31972
N -4.69451 1.24490 4.01158
H -2.40183 -0.95260 3.81196
H -0.69311 -1.27838 3.52907
H -1.25935 -0.92136 5.17169
H -1.25011 1.02691 2.80171
H -0.08159 1.03578 4.12244
H -1.80313 2.77488 4.49253
H -1.90458 1.54237 5.76274
C 1.64237 -2.66236 -7.94949
C 0.22147 -2.85942 -7.43089
C 0.12358 -2.75101 -5.90798
C 0.98797 -3.82061 -5.26051
N 1.70501 -4.70789 -4.72332
H 2.32056 -3.43506 -7.57397
H 1.65925 -2.71948 -9.04247
H 2.03614 -1.68349 -7.65287
H -0.14252 -3.84105 -7.75818
H -0.43074 -2.10600 -7.88620
H -0.91501 -2.88569 -5.58778
H 0.45775 -1.76407 -5.57012
C 5.94748 1.07666 -7.93399
C 5.14671 0.70924 -9.17918
C 3.78527 1.40469 -9.23768
C 2.95005 1.00032 -8.03380
N 2.25711 0.66492 -7.03513
H 5.43760 0.76195 -7.01802
H 6.92276 0.57992 -7.94917
H 6.11629 2.15829 -7.88100
H 5.01011 -0.37883 -9.20466
H 5.72656 0.98182 -10.06789
H 3.25700 1.11983 -10.15371
H 3.90891 2.49306 -9.24154
C 2.99918 2.78419 3.28977
C 3.48538 4.04577 3.99599
C 3.11365 4.07782 5.47970
C 1.60180 4.03533 5.63123
N 0.34764 4.00008 5.75701
H 1.90726 2.70935 3.30205
H 3.31186 2.79150 2.24080
H 3.41219 1.88584 3.76265
H 3.06362 4.92157 3.48775
H 4.57470 4.11040 3.89826
H 3.49574 4.99363 5.94299
H 3.55282 3.22284 6.00504
C -2.85306 4.49281 0.00949
C -2.06668 3.76636 1.09605
C -1.42739 4.72065 2.10661
C -0.45480 5.64648 1.39434
N 0.35204 6.41455 0.80354
H -2.20748 5.13989 -0.59263
H -3.31508 3.77137 -0.67185
H -3.64842 5.10802 0.44555
H -1.29114 3.15231 0.62202
H -2.73983 3.08283 1.62519
H -0.88775 4.15176 2.87113
H -2.19456 5.32048 2.60814
C -6.30082 1.97244 6.71215
C -5.81462 3.23402 7.41837
C -6.18635 3.26607 8.90207
C -7.69820 3.22357 9.05360
N -8.95236 3.18832 9.17939
H -7.39274 1.89760 6.72443
H -5.98814 1.97975 5.66318
H -5.88781 1.07409 7.18503
H -6.23638 4.10981 6.91013
H -4.72530 3.29865 7.32063
H -5.80426 4.18187 9.36537
H -5.74718 2.41108 9.42742
*
```

***

No. 4
DFT (ωB97M-V/def2-TZVPD) results for a structure of composition C36H29BBrF2N3O2PPrS.

Computed properties:
* expectation value of S²: 2.0030
* strongest force on any atom: 0.0524 Eh/bohr
* energy relative to the best compared isomer or geometry (same formula, charge and spin): 15.7 kcal per mole

```
! wB97M-V def2-TZVPD RIJCOSX def2/J DEFGRID3
* xyz 0 3
Pr 0.04084 -1.43026 -0.86256
Br 2.10631 -0.00940 1.13435
C 3.48117 -1.38214 1.13904
C 4.57018 -1.12114 1.91654
C 5.57228 -2.09961 2.04130
C 5.41489 -3.30253 1.41494
C 4.27784 -3.57389 0.61912
C 4.09477 -4.84817 0.03564
C 2.96796 -5.11030 -0.68587
C 2.01748 -4.09283 -0.91099
C 2.12586 -2.80007 -0.41871
C 3.26890 -2.58121 0.41863
H 4.65156 -0.17807 2.44016
H 6.44219 -1.89923 2.65233
H 6.15644 -4.08457 1.53108
H 4.85123 -5.60814 0.19255
H 2.80629 -6.10032 -1.09633
H 1.15188 -4.36620 -1.51449
N 1.26008 -2.01551 -3.42943
N 0.03178 -2.73754 -3.33779
C -1.16932 -1.92121 -3.32532
O -2.14918 -2.39420 -3.86422
O -1.04501 -0.82417 -2.68056
H 1.34365 -1.57218 -4.34037
H 2.02014 -2.67721 -3.33142
H -0.09629 -3.45483 -4.03787
F -0.30465 -2.75873 1.63858
B -1.26440 -2.91970 0.62397
F -2.07481 -3.90858 1.04432
C -0.09828 5.05695 1.87356
C -1.00662 4.41121 2.70233
C -1.37355 3.09938 2.45175
C -0.84135 2.41665 1.35868
C 0.09137 3.06331 0.55154
C 0.45712 4.37825 0.80130
P -1.32418 0.70075 0.90168
C -1.54483 -0.06807 2.55384
C -2.60990 -0.93844 2.77967
C -2.72164 -1.61192 3.98507
C -1.76840 -1.43047 4.97492
C -0.70247 -0.57046 4.75631
C -0.58695 0.10456 3.55176
C -3.06915 0.92847 0.36631
C -3.42454 0.55698 -0.92880
C -4.72284 0.74741 -1.38474
C -5.67753 1.30163 -0.54927
C -5.33620 1.65439 0.75059
C -4.04228 1.47038 1.20583
H 0.18097 6.08406 2.07032
H -1.42713 4.92820 3.55561
H -2.05989 2.59969 3.12116
H 0.54273 2.52446 -0.26986
H 1.18115 4.86503 0.15984
H -3.35504 -1.09360 2.00912
H -3.54676 -2.29365 4.14521
H -1.85364 -1.96021 5.91493
H 0.04936 -0.42823 5.52239
H 0.25047 0.76997 3.38569
H -2.70029 0.09934 -1.58990
H -4.97906 0.44989 -2.39363
H -6.68877 1.45205 -0.90488
H -6.08493 2.06602 1.41573
H -3.79179 1.73170 2.22471
S 3.32760 1.77628 -3.20811
C 2.57252 0.64597 -2.14353
N 1.29945 0.76278 -1.98630
C 0.80038 1.80769 -2.75209
C -0.53319 2.21255 -2.83231
C -0.85298 3.29518 -3.62262
C 0.12985 3.98308 -4.34280
C 1.45268 3.59291 -4.28807
C 1.77482 2.50055 -3.48949
H 3.16942 -0.10966 -1.64757
H -1.28944 1.66844 -2.28419
H -1.88417 3.61707 -3.68396
H -0.14884 4.83454 -4.94948
H 2.21672 4.11887 -4.84487
*
```

***

No. 5
DFT (ωB97M-V/def2-TZVPD) results for a structure of composition C47H39N2P2PtSi.

Computed properties:
* strongest force on any atom: 0.0270 Eh/bohr
* energy relative to the best compared isomer or geometry (same formula, charge and spin): 0.0 kcal per mole

```
! wB97M-V def2-TZVPD RIJCOSX def2/J DEFGRID3
* xyz 1 1
Pt 0.86794 0.69423 -0.43821
C -1.10684 3.56702 -1.55230
Si -0.94813 2.16517 -0.31722
C -0.56002 3.07784 1.30866
C -0.91825 4.40460 1.54580
C -0.39948 5.10480 2.63356
C 0.49563 4.48716 3.49254
C 0.84080 3.15285 3.29251
C 0.30609 2.45923 2.21584
P 0.54415 0.69385 1.84412
C -0.93348 -0.07383 2.61681
C -2.12712 0.60871 2.84290
C -3.17547 -0.01432 3.51046
C -3.03731 -1.31264 3.97920
C -1.85489 -2.00298 3.75114
C -0.82012 -1.39539 3.05910
C 1.82599 -0.01553 2.90900
C 1.72892 0.09173 4.29844
C 2.68908 -0.49348 5.10764
C 3.73788 -1.21077 4.54187
C 3.82002 -1.35359 3.16501
C 2.86256 -0.75910 2.35102
C -2.50510 1.12171 -0.62537
C -3.71496 1.82161 -0.73326
C -4.87949 1.22119 -1.18906
C -4.84846 -0.10756 -1.57996
C -3.67257 -0.83523 -1.46009
C -2.49531 -0.25621 -0.97205
P -1.08139 -1.37176 -0.53105
C -0.11580 -1.86751 -2.02506
C -0.58638 -1.83570 -3.33367
C 0.22937 -2.22058 -4.39245
C 1.52041 -2.67179 -4.15290
C 1.99085 -2.75413 -2.84769
C 1.17857 -2.35208 -1.79308
C -2.00366 -2.97949 -0.34034
C -2.85344 -3.08235 0.76156
C -3.55765 -4.24754 1.02383
C -3.42760 -5.34543 0.18260
C -2.59421 -5.26041 -0.92226
C -1.88593 -4.08946 -1.18269
H -1.96764 4.18665 -1.27198
H -1.29231 3.20945 -2.56485
H -0.21686 4.20581 -1.56146
H -1.59394 4.91463 0.86483
H -0.68067 6.13900 2.79694
H 0.92935 5.04031 4.31801
H 1.53602 2.67077 3.96885
H -2.24719 1.63382 2.52351
H -4.09749 0.52992 3.67984
H -3.84793 -1.78453 4.52123
H -1.74234 -3.02407 4.09855
H 0.09251 -1.95125 2.87613
H 0.89658 0.62393 4.74411
H 2.61119 -0.40389 6.18528
H 4.48034 -1.67323 5.18022
H 4.62150 -1.93554 2.72471
H 2.90514 -0.89735 1.27694
H -3.74872 2.87483 -0.45777
H -5.79995 1.79072 -1.24997
H -5.74295 -0.58462 -1.96594
H -3.67530 -1.88432 -1.73340
H -1.60017 -1.49757 -3.52703
H -0.14577 -2.17315 -5.40973
H 2.14849 -2.98417 -4.97981
H 2.98764 -3.13368 -2.65257
H 1.52761 -2.45219 -0.77448
H -2.98305 -2.22361 1.41001
H -4.20865 -4.30216 1.89057
H -3.97133 -6.26112 0.38630
H -2.49095 -6.10754 -1.59214
H -1.23654 -4.06036 -2.04433
C 0.24090 1.49314 -4.69837
C 1.51899 1.69815 -5.16655
C 2.57615 1.56469 -4.28603
C 2.34179 1.24328 -2.96170
N 1.09178 1.06333 -2.50629
C 0.07439 1.16957 -3.36731
C 3.46164 1.16184 -1.98399
C 4.78651 1.07774 -2.37566
C 5.78286 1.14647 -1.41716
C 5.42347 1.33387 -0.09848
C 4.07482 1.36199 0.21122
N 3.11582 1.23063 -0.70434
H -0.62056 1.57689 -5.34830
H 1.69194 1.95248 -6.20533
H 3.59154 1.73597 -4.61976
H -0.90785 0.97225 -2.96466
H 5.03473 0.95268 -3.42257
H 6.82679 1.07439 -1.69867
H 6.16912 1.44146 0.68029
H 3.74331 1.50087 1.22821
*
```

***

No. 6
DFT (ωB97M-V/def2-TZVPD) results for an isolated molecule of C6H10N2.

Computed properties:
* strongest force on any atom: 0.0901 Eh/bohr
* energy relative to the best compared isomer or geometry (same formula, charge and spin): 42.2 kcal per mole
* SMILES string: [H]/N=C\C[C@H]1C=CNC1

```
! wB97M-V def2-TZVPD RIJCOSX def2/J DEFGRID3
* xyz 0 1
C 0.22745 0.64998 1.21920
C -0.41590 1.98609 -0.60590
C -0.94950 -1.54143 -0.28303
C 0.55582 -1.28031 -0.39944
C 0.95302 0.14370 0.04041
C 0.58339 1.12800 -1.08712
H 0.86783 1.16930 1.93507
H -0.31699 -0.16408 1.71467
H -1.08666 2.35624 1.35141
H -0.79954 2.84036 -1.09724
H -1.52894 -0.64903 -0.56289
H 0.95562 -2.01854 0.23370
H 0.84171 -1.45817 -1.42710
H 2.03587 0.05443 0.16162
H 0.87451 1.06509 -2.10113
H -0.66452 -3.33540 0.17346
N -0.68646 1.67203 0.69285
N -1.44672 -2.61827 0.04148
*
```